Record 1
Here is a single C6H10O molecule in a non-equilibrium geometry from the OMol25 dataset. Energies are from ωB97M-V/def2-TZVPD.

```
17
Properties=species:S:1:pos:R:3:forces:R:3
C -0.0512 2.8108 0.0058 -0.96 0.25 -0.53
C -0.2751 1.3637 0.3730 0.24 1.44 1.41
C 0.1400 0.4254 -0.4561 -0.34 -1.37 0.54
C 0.2582 -0.9853 -0.0531 -0.37 0.35 -3.12
C 0.6428 -1.8151 -1.0565 0.83 1.10 1.27
O 0.3850 -3.1310 -0.9019 1.06 -0.81 -1.73
C -0.9191 1.1261 1.7825 0.04 1.57 -0.75
H 0.6768 3.4175 0.6051 -0.15 -1.05 -0.59
H -0.9861 3.2460 0.2636 -1.01 1.10 0.11
H 0.0365 2.9579 -1.0962 0.46 -0.09 0.85
H 0.1453 0.6105 -1.5446 1.00 0.23 0.68
H -0.2640 -1.4146 0.7882 -0.09 0.17 0.27
H 1.3746 -1.4783 -1.8652 -1.67 -0.73 0.72
H 0.3244 -3.2428 0.0298 -0.41 -0.63 1.18
H -0.7453 2.0399 2.4027 -0.24 -0.51 -0.52
H -2.0642 0.9810 1.7609 1.92 -0.16 -0.14
H -0.3508 0.3770 2.2975 -0.30 -0.87 0.33
```
Positions in Å, forces in eV/Å.

Computed properties:
ΔE to the lowest compared entry with this formula, charge and spin = 46.6 kcal/mol
Orbital gap = 8.650 eV
2S+1 = 1
E_LUMO = 0.0344 Eh
Largest force on an atom = 3.2 eV/A
Structure (SMILES) = CC(C)=C/C=C/O

=====

Record 2
Here is a single C6H10O molecule from the OMol25 dataset. Energies are from ωB97M-V/def2-TZVPD.

```
17
Properties=species:S:1:pos:R:3:forces:R:3
O 1.7633 -0.9017 1.1511 0.05 -0.09 0.07
C 1.2709 -0.4981 -0.1269 -0.22 0.09 -0.21
C -0.0233 -1.2463 -0.4330 -0.03 -0.04 -0.05
C -1.2320 -0.6539 0.2941 0.02 -0.03 0.03
C -1.4541 0.7959 -0.1382 0.03 -0.03 0.00
C -0.1552 1.5669 -0.1322 0.09 -0.04 0.01
C 1.0504 0.9945 -0.1243 -0.27 0.05 -0.04
H 2.3997 -0.2323 1.4262 -0.03 -0.13 0.13
H 2.0183 -0.7759 -0.8924 -0.17 0.18 0.15
H 0.1039 -2.3047 -0.1851 0.04 0.12 -0.02
H -0.1831 -1.1782 -1.5181 -0.03 -0.06 0.13
H -1.0562 -0.6874 1.3760 0.02 0.00 -0.13
H -2.1293 -1.2529 0.0970 0.16 0.09 0.01
H -1.9049 0.8321 -1.1417 0.14 -0.01 0.09
H -2.1862 1.2857 0.5190 0.22 -0.05 -0.08
H -0.2332 2.6534 -0.1183 0.08 -0.14 0.00
H 1.9510 1.6028 -0.0535 -0.12 0.06 -0.12
```
Positions in Å, forces in eV/Å.

Computed properties:
ΔE to the lowest compared entry with this formula, charge and spin = 1.0 kcal/mol
Orbital gap = 10.533 eV
2S+1 = 1
E_LUMO = 0.0366 Eh
Largest force on an atom = 0.3 eV/A
Structure (SMILES) = O[C@@H]1C=CCCC1

=====

Record 3
Here is a single C6H10O molecule from the OMol25 dataset. Energies are from ωB97M-V/def2-TZVPD.

```
17
Properties=species:S:1:pos:R:3:forces:R:3
C -2.3285 0.0597 -0.1059 -0.07 0.02 -0.15
C -0.8375 0.2055 -0.0084 0.03 -0.09 -0.10
C -0.3706 1.1672 1.0388 0.01 0.04 0.00
C 0.0145 -0.4226 -0.8234 -0.21 -0.17 0.06
C 1.3058 -1.0133 -0.3241 0.06 0.06 -0.06
C 2.6282 -0.3110 -0.4364 0.07 0.42 -0.07
O 2.7841 0.8672 -0.6459 -0.05 -0.48 0.02
H -2.9096 0.9873 -0.0466 0.21 -0.04 -0.09
H -2.6108 -0.5408 0.7739 -0.07 0.12 -0.21
H -2.6152 -0.5146 -0.9891 -0.04 0.13 0.02
H -0.7252 2.0715 0.5292 0.07 0.42 0.68
H 0.7136 1.2863 1.1173 -0.16 -0.29 -0.01
H -0.8314 1.0805 2.0310 -0.01 0.02 -0.26
H -0.3045 -0.7057 -1.8242 -0.21 -0.51 0.29
H 1.4072 -2.0047 -0.7861 0.14 0.12 0.08
H 1.1828 -1.2287 0.7502 0.20 0.03 -0.14
H 3.4969 -0.9837 -0.2502 -0.01 0.19 -0.05
```
Positions in Å, forces in eV/Å.

Computed properties:
ΔE to the lowest compared entry with this formula, charge and spin = 26.2 kcal/mol
Orbital gap = 9.518 eV
2S+1 = 1
E_LUMO = 0.0333 Eh
Largest force on an atom = 0.8 eV/A
Structure (SMILES) = CC(C)=CCC=O

=====

Record 4
Here is 2 unconnected molecules or ions with the total composition C6H10O from the OMol25 dataset. Energies are from ωB97M-V/def2-TZVPD.

```
17
Properties=species:S:1:pos:R:3:forces:R:3
O 2.4621 -0.7158 0.0733 0.09 0.07 0.22
C 1.5042 0.1740 -0.2916 -0.21 0.27 -0.01
C -0.6055 -2.3735 -0.0606 -0.10 0.08 0.05
C -1.4719 -1.4938 0.4308 0.10 -0.12 -0.03
C -1.0674 1.7519 -0.7505 0.09 0.02 0.07
C -0.0465 2.0781 0.0471 -0.12 0.00 -0.11
C 1.0545 1.1925 0.4487 0.05 -0.18 -0.10
H 2.7182 -0.5381 0.9895 0.02 -0.05 -0.15
H 1.1296 -0.0438 -1.2876 0.03 0.09 0.13
H 0.4642 -2.2833 0.1159 -0.20 -0.02 -0.02
H -0.9290 -3.2185 -0.6638 0.01 0.12 0.09
H -1.1456 -0.6422 1.0236 -0.03 -0.15 -0.10
H -2.5413 -1.5811 0.2525 0.15 -0.03 0.02
H -1.1855 0.7497 -1.1575 0.05 0.16 0.08
H -1.8294 2.4817 -1.0092 0.15 -0.08 0.03
H -0.0136 3.0845 0.4644 -0.01 -0.13 -0.07
H 1.5251 1.3880 1.4134 -0.06 -0.04 -0.11
```
Positions in Å, forces in eV/Å.

Computed properties:
ΔE to the lowest compared entry with this formula, charge and spin = 44.3 kcal/mol
Orbital gap = 9.323 eV
2S+1 = 1
E_LUMO = 0.0329 Eh
Largest force on an atom = 0.3 eV/A
Structure (SMILES) = C=C/C=C/O.C=C